# 1
{"formula": "C4H6CrLiO", "method": "ωB97M-V/def2-TZVPD", "elements": ["C", "C", "H", "H", "H", "H", "Li", "O", "C", "C", "Cr", "H", "H"], "positions_angstrom": [[-1.5499, -0.5801, 0.2978], [-2.2683, 0.6736, 0.0301], [-1.0526, -0.5509, 1.2787], [-1.9732, -1.5649, 0.0253], [-2.7015, 1.1854, 0.9029], [-2.8844, 0.7118, -0.8851], [-4.0226, -0.7016, 0.4942], [1.3935, 1.0655, -0.4394], [1.1547, -0.1926, -0.8206], [-0.0945, -0.7077, -0.9389], [-0.3007, 1.8408, -0.8304], [-0.1865, -1.6558, -1.4759], [2.0442, -0.7920, -1.0775]], "multiplicity": 5, "orbital_gap_ev": [6.60, 7.40], "total_charge": 1, "s2": 6.05}

# 2
{"formula": "C6H38O16", "method": "ωB97M-V/def2-TZVPD", "elements": ["O", "H", "H", "O", "H", "H", "O", "H", "H", "O", "H", "H", "O", "H", "H", "O", "H", "H", "O", "H", "H", "O", "H", "H", "O", "H", "H", "O", "H", "H", "C", "C", "O", "O", "H", "H", "H", "H", "H", "H", "C", "C", "O", "O", "H", "H", "H", "H", "H", "H", "C", "C", "O", "O", "H", "H", "H", "H", "H", "H"], "positions_angstrom": [[11.3698, 11.5125, 10.6494], [10.5825, 12.0380, 10.5632], [11.9075, 11.7416, 9.9056], [12.2260, 12.0827, 7.9468], [13.0764, 11.6757, 7.8694], [11.6163, 11.4207, 7.4755], [6.8345, 11.7286, 10.1072], [7.2852, 10.9452, 9.7087], [6.0096, 11.3301, 10.4250], [10.2750, 15.3660, 8.4937], [9.4154, 15.5198, 8.0593], [10.6126, 14.4825, 8.2414], [8.9213, 13.1124, 9.7555], [8.1491, 12.8142, 10.2746], [9.0895, 14.0277, 9.9410], [12.4929, 13.0865, 4.2356], [13.2468, 12.5171, 4.0676], [12.8462, 13.7009, 4.8893], [10.9598, 6.3111, 10.6410], [10.6647, 6.5342, 11.5113], [10.2503, 6.5056, 10.0350], [8.0294, 9.5872, 9.0358], [7.7342, 8.9833, 8.3435], [9.0031, 9.3630, 9.1512], [10.9213, 8.9062, 9.5584], [11.2219, 8.1753, 10.0542], [10.9810, 9.7835, 10.0817], [12.8775, 14.5079, 6.8064], [12.7010, 13.7474, 7.4541], [12.3238, 15.2032, 6.9136], [9.6378, 5.2704, 7.0723], [8.1945, 5.3870, 6.6965], [7.2191, 5.2509, 7.7608], [10.1193, 6.3473, 7.8731], [10.1957, 5.2812, 6.0779], [9.8501, 4.2916, 7.4934], [7.9869, 4.6414, 5.8878], [8.0835, 6.3906, 6.2000], [7.4429, 5.7198, 8.5479], [10.3749, 7.0963, 7.3019], [7.8246, 13.1921, 6.1219], [6.8829, 14.2972, 6.3383], [7.2721, 15.1578, 7.4201], [7.9749, 12.2670, 7.1812], [8.8178, 13.6329, 6.0670], [7.4960, 12.6367, 5.2204], [5.9448, 13.7975, 6.5439], [6.8290, 14.8390, 5.3978], [6.5725, 15.6800, 7.8562], [7.7742, 12.6844, 8.0289], [11.4673, 9.1751, 5.3930], [10.2770, 10.0664, 5.5863], [10.2383, 10.7757, 6.8469], [11.5274, 8.2954, 6.4786], [12.4386, 9.7220, 5.1897], [11.1798, 8.6321, 4.5259], [9.3789, 9.4728, 5.7014], [10.1477, 10.7883, 4.8029], [9.3708, 11.1722, 7.0388], [11.5443, 8.7626, 7.3061]], "multiplicity": 1, "orbital_gap_ev": 10.47}

# 3
{"formula": "C21H16BrN3O7W", "method": "ωB97M-V/def2-TZVPD", "elements": ["W", "N", "C", "C", "O", "N", "C", "C", "O", "O", "H", "H", "H", "H", "H", "H", "O", "C", "O", "C", "C", "C", "C", "C", "C", "C", "C", "C", "N", "H", "H", "H", "H", "H", "H", "Br", "C", "C", "C", "C", "C", "C", "C", "O", "O", "H", "H", "H", "H"], "positions_angstrom": [[1.0716, -1.0589, 0.9207], [2.7933, -0.3376, 2.0892], [2.3919, 0.7679, 2.9889], [1.0829, 0.3206, 3.6313], [0.8207, 0.5763, 4.7914], [0.3478, -0.4169, 2.7652], [-0.5783, -1.3833, 3.3408], [-0.3111, -2.7473, 2.6762], [-1.1133, -3.6398, 2.7148], [0.8696, -2.7647, 2.0549], [3.1171, -1.1346, 2.6370], [3.5611, -0.0783, 1.4772], [2.2428, 1.6668, 2.3878], [3.1300, 0.9701, 3.7616], [-1.6236, -1.1207, 3.1835], [-0.4076, -1.4738, 4.4152], [3.8078, -1.5503, -2.0782], [3.0452, -1.1436, -1.2390], [2.6907, -1.7560, -0.1410], [2.4026, 0.2272, -1.4163], [2.7788, 1.0522, -2.4861], [2.1958, 2.2796, -2.5944], [1.2454, 2.6985, -1.6352], [0.6299, 3.9715, -1.6854], [-0.2664, 4.3425, -0.7265], [-0.5884, 3.4563, 0.3245], [-0.0205, 2.2159, 0.3977], [0.9100, 1.8160, -0.5865], [1.5006, 0.5767, -0.5131], [3.5141, 0.6765, -3.1819], [2.4538, 2.9485, -3.4064], [0.8883, 4.6421, -2.4953], [-0.7339, 5.3170, -0.7661], [-1.2982, 3.7622, 1.0815], [-0.2795, 1.5317, 1.1950], [-6.1324, -0.2263, -1.3455], [-4.5553, -1.2003, -1.7250], [-4.5527, -2.1148, -2.7677], [-3.3970, -2.8300, -3.0493], [-2.2511, -2.6295, -2.2980], [-2.2741, -1.7085, -1.2574], [-3.4261, -0.9888, -0.9578], [-1.0601, -1.4863, -0.4567], [-1.0407, -0.6813, 0.5310], [0.0350, -2.0664, -0.7087], [-5.4500, -2.2671, -3.3515], [-3.3972, -3.5475, -3.8585], [-1.3423, -3.1794, -2.4996], [-3.4266, -0.2843, -0.1383]], "multiplicity": 3, "orbital_gap_ev": [6.68, 7.79], "s2": 2.01}

Asked for E_tot across the records above, the calculation gives -34908.5917 -39598.3726 -112712.3455 eV in order.
Asked for ΔE to the lowest compared entry with this formula, charge and spin across the records above, the calculation gives 0.000 0.206 0.282 eV in order.